Version w
DFT (ωB97M-V/def2-TZVPD) results for a 2-piece molecular cluster, CHBrF2N2O2 overall.

Positions of all 9 atoms, in Å:
N -1.2221 2.0805 -1.5620
F -1.4905 2.3807 -0.3069
F -2.3661 1.7175 -2.1528
O 2.3139 -1.1734 -0.0226
H -0.6200 -0.7502 1.3950
C 0.1661 -0.9462 0.6980
Br 0.0135 -0.2775 -1.0092
N 1.5004 -1.2802 0.9082
O 1.7050 -1.7513 2.0524

## Properties
- orbital gap (spin up / spin down) (Eh) = 0.2956 / 0.3280
- HOMO (spin up / spin down) (eV) = -10.561 / -9.931

=====

Version x
DFT (ωB97M-V/def2-TZVPD) results for CHBrF2N2O2 as an isolated structure.

Positions of all 9 atoms, in Å:
O -2.1022 0.8319 -1.7473
H 2.3560 0.7242 0.9609
F 1.7897 -1.3516 1.9831
F -2.9275 -0.8940 -0.6837
N -1.9795 0.3462 -0.7299
Br 1.2725 0.7977 -1.1909
C 1.7831 0.1062 0.4097
O -1.4209 0.3945 0.3015
N 1.2288 -0.9551 0.6966

## Properties
- orbital gap (Eh) = 0.3968
- HOMO (eV) = -11.045

=====

version x is the most stable structure; the next one sits 0.0924 hartree above it.

=====

Version w
DFT (ωB97M-V/def2-TZVPD) results for C20H31N3O2S as an isolated structure.

Positions of all 57 atoms, in Å:
H -4.2123 -1.5892 -0.1835
C -4.3928 -1.2043 3.7531
H 4.0080 1.6451 -4.3526
O 0.2027 -1.4102 0.8967
O 3.6251 2.1346 -0.4018
H -5.3322 -1.1644 3.1914
H 3.7692 5.5832 -0.8315
H 4.7979 -2.5599 0.5051
C 1.3780 -1.2535 -1.4675
H -2.5010 -0.4307 -0.4509
H 1.4294 -2.2084 -0.9503
H -4.3831 0.9358 4.0711
H -1.4846 -0.6911 2.3777
C 3.7886 2.6136 -3.9293
C -2.3435 -0.5855 1.7075
C 3.4324 2.9131 -2.6425
H -2.6024 -2.4154 3.7623
H -0.5262 -0.4217 -3.2116
C 3.8377 -1.1526 -0.8264
H -4.6499 -1.4538 4.7849
C -1.7902 -0.1911 0.3426
C 2.5325 -0.3752 -0.9942
C -3.7123 0.1612 3.6928
H -5.0031 -2.7468 0.9646
N 0.0628 -0.6800 -1.2226
C -3.5016 -2.2874 3.1496
H 3.5891 -1.5379 1.2872
H -2.8358 0.1550 4.3501
C 3.2899 4.3296 -2.4831
H -4.1338 0.6159 1.6241
C 2.9102 5.0339 -1.2178
H -1.6578 0.8956 0.3054
H -4.0218 -3.2489 3.1408
N 2.7010 0.7387 -1.9241
N 3.5099 5.0296 -3.5724
H 3.0814 -2.8822 0.2782
H 2.3677 0.6504 -2.8686
H -1.5597 0.3768 -2.0328
C -0.4383 -0.8203 0.0427
H 2.2633 0.0524 -0.0264
H 4.0479 -1.7058 -1.7490
H -2.8362 -4.0351 1.1558
H 4.6373 -0.4196 -0.7066
C -0.5303 0.1297 -2.2686
C 3.2674 1.9130 -1.5456
C -3.2585 0.5032 2.2753
C -4.0875 -2.2553 0.6609
H 1.4686 -1.4487 -2.5413
C 3.8233 -2.0891 0.3754
H 2.5931 4.3297 -0.4548
C -2.7940 -3.0211 0.7790
C -3.0932 -1.9142 1.7390
H 0.0135 1.0672 -2.4111
S 3.9095 4.0450 -4.8195
H -2.7335 1.4627 2.2740
H 2.1180 5.7535 -1.4209
H -2.0393 -2.8693 0.0201

## Properties
- orbital gap (Eh) = 0.3591
- HOMO (eV) = -9.372

=====

Version x
DFT (ωB97M-V/def2-TZVPD) results for one molecule with the formula C20H31N3O2S.

Positions of all 57 atoms, in Å:
H -2.9067 -1.9290 -3.5003
C -1.0075 -4.2232 3.7454
C 0.2570 4.3154 -0.2960
H 0.2662 -0.7466 3.4884
C -0.5268 6.0550 1.1782
O 1.1580 -4.8643 2.9669
C -0.4928 -1.0365 1.4836
H 0.1017 1.4941 1.3659
H 0.6894 3.9962 -1.2263
H -1.4732 -0.8880 -1.8240
H 0.1810 -4.0456 -2.9379
N 0.1633 1.9931 0.4912
H 2.4545 -1.6031 2.8051
H 2.6904 -1.6847 0.3318
C 0.2877 -3.2368 -3.6585
H -0.9783 -1.8268 0.9100
C -0.6640 -1.6057 -1.9746
C -0.5941 3.7646 1.8878
N 0.6259 -0.0570 -0.5113
C 0.3615 -3.9663 3.1520
C -0.2171 -1.5417 2.9038
H 2.5352 -3.2920 2.2421
C 0.0114 5.6602 -0.0477
H -0.7043 7.1035 1.3524
H -1.7936 -3.9561 3.0426
H -0.8304 3.0268 2.6426
C 0.2399 1.2435 -0.6460
C -0.8158 5.1066 2.1366
H 0.1596 -3.6517 -4.6555
H 1.2962 -2.8383 -3.5878
S -0.1407 1.8740 -2.1320
H -1.2248 5.4123 3.0878
H 1.7418 5.8611 -2.1650
H 0.8749 -0.2249 -2.5444
H -1.1513 -1.8024 3.3964
H -1.1781 -0.1877 1.5181
C 0.8353 -0.6615 0.7989
C 0.6605 -0.8877 -1.7027
H -0.5789 -1.3223 -4.0956
C -0.0688 3.3631 0.6617
O 0.2711 6.6566 -0.9327
C -0.7554 -2.1515 -3.4029
C 0.7452 6.3112 -2.2141
C 1.7240 -1.9082 0.7843
N 0.6714 -2.6757 2.8577
H -0.8019 -2.4296 -1.2702
H -2.2466 -3.0641 -4.6763
H -1.0793 -5.2851 3.9637
H 1.4798 -1.5973 -1.6133
C -2.1577 -2.7020 -3.6549
H 1.2478 -2.7180 0.2317
H -2.3698 -3.5289 -2.9796
H 0.0626 5.6244 -2.7228
H -1.1418 -3.6640 4.6684
H 1.3668 0.0743 1.4207
C 1.9395 -2.3781 2.2256
H 0.7999 7.2464 -2.7690

## Properties
- SMILES string = COc1cccc(NC(=S)N(CCC(C)C)C2CCN(C(C)=O)CC2)c1
- orbital gap (Eh) = 0.3078
- HOMO (eV) = -7.967

=====

version w is the most stable structure; the next one sits 0.0032 hartree above it.

=====

Version w
DFT (ωB97M-V/def2-TZVPD) results for a 2-piece molecular cluster, CH5N2O overall.

Positions of all 9 atoms, in Å:
C -0.4726 0.8072 -0.3015
H 1.9365 -1.2818 -0.4826
N -1.3538 0.2579 0.5027
H 1.1507 -1.6404 0.8269
H 0.6168 0.4117 -0.1889
H -0.7768 0.6963 -1.4708
N -2.1416 -0.2724 1.0740
O 1.4429 -0.9219 0.2952
H -0.4020 1.9434 -0.2551

## Properties
- charge = +1
- orbital gap (Eh) = 0.4004
- HOMO (eV) = -16.662

=====

Version x
DFT (ωB97M-V/def2-TZVPD) results for a 2-piece molecular cluster, CH5N2O overall.

Positions of all 9 atoms, in Å:
H 1.8892 1.0003 0.5508
H 1.1306 0.4735 -0.9643
H -0.4719 -1.2758 1.1318
N -1.4815 -0.2266 -0.5364
H 1.9278 -0.5972 0.0201
H -1.7966 0.1753 -1.3829
C -0.9282 -0.4380 0.5740
N 1.3775 0.2216 -0.0521
O -1.6469 0.6667 0.6590

## Properties
- charge = +1
- orbital gap (Eh) = 0.3740
- HOMO (eV) = -15.579

=====

version w is the most stable structure; the next one sits 0.1187 hartree above it.

=====

Version w
DFT (ωB97M-V/def2-TZVPD) results for one molecule with the formula C3H6ClP.

Positions of all 11 atoms, in Å:
C -0.7048 0.0831 1.3984
H -1.4491 -0.6012 1.0107
H 1.0167 -0.5965 -1.5601
C 0.0848 -0.8588 -1.0922
H -0.7989 -0.5996 -1.5764
C 0.1169 0.2482 0.1627
H -1.0419 1.0343 1.5796
H -0.0185 -0.3238 2.2645
P 1.0460 1.6776 0.0746
H -0.1182 -1.7740 -0.4658
Cl 1.8669 1.7108 -1.7959

## Properties
- SMILES string = CC(C)=PCl
- orbital gap (Eh) = 0.3358
- HOMO (eV) = -8.726

=====

Version x
DFT (ωB97M-V/def2-TZVPD) results for one molecule with the formula C3H6ClP.

Positions of all 11 atoms, in Å:
C 0.5168 -0.3721 0.1908
P -1.1878 -0.2244 0.0323
H 2.1663 -1.5178 0.7247
C -1.5891 1.5174 -0.0359
Cl 1.4990 1.0825 0.0931
H 1.7436 -1.6632 -0.9561
C 1.3219 -1.6280 -0.0140
H -0.7318 1.9979 -0.3524
H 0.8664 -2.6499 0.0710
H -2.5181 1.6407 -0.6067
H -2.0873 1.8170 0.8533

## Properties
- SMILES string = C/P=C(/C)Cl
- orbital gap (Eh) = 0.3304
- HOMO (eV) = -8.685

=====

version w is the most stable structure; the next one sits 0.0110 hartree above it.

=====

Version w
DFT (ωB97M-V/def2-TZVPD) results for an isolated ion of composition C3H5N4 and charge +1.

Positions of all 12 atoms, in Å:
N 0.6542 -0.7720 1.2214
H 1.6052 1.1450 1.9363
C 0.9685 1.6213 0.1268
H -1.6134 -1.8213 -0.6751
H -0.6875 -3.0485 0.2755
H 0.6570 3.0170 -2.7591
C 0.6215 1.9175 -1.0814
H -2.0167 -2.1001 1.0098
N -0.3284 -1.0612 0.6929
N 0.9906 0.9328 1.1552
C -1.1813 -2.0701 0.2983
N 0.3301 2.2398 -2.2006

## Properties
- SMILES string = C/N=N/[NH+]=C=C=N
- charge = +1
- orbital gap (Eh) = 0.2706
- HOMO (eV) = -13.175

=====

Version x
DFT (ωB97M-V/def2-TZVPD) results for a 2-piece molecular cluster, C3H5N4 overall.

Positions of all 12 atoms, in Å:
N -0.1352 -0.8266 0.3686
C -0.2664 1.3693 0.2844
C -2.3753 -1.2249 -0.2896
H -3.1118 -0.9681 -0.9377
N -1.4571 -0.3402 0.1231
H 3.3618 1.2152 -0.3017
H 3.6611 -0.4995 0.4946
N -1.4729 0.9634 0.0182
H 0.1022 2.3687 0.1712
N 0.5083 0.2067 0.4738
C 3.2060 0.0436 -0.2618
H -2.0207 -2.3076 -0.1432

## Properties
- charge = +1
- orbital gap (spin up / spin down) (Eh) = 0.1600 / 0.1538
- HOMO (spin up / spin down) (eV) = -12.321 / -12.197

=====

version w is the most stable structure; the next one sits 0.1539 hartree above it.

=====

Version w
DFT (ωB97M-V/def2-TZVPD) results for CH2OS2 as an isolated structure.

Positions of all 6 atoms, in Å:
O -0.0495 1.6950 -0.0416
H -1.0818 1.8323 0.3286
S 1.4484 -0.4369 0.0300
S -1.2685 -0.6705 -0.0166
H -2.1071 0.4953 0.3011
C 0.1177 0.3050 -0.0852

## Properties
- orbital gap (Eh) = 0.3253
- HOMO (eV) = -9.134

=====

Version x
DFT (ωB97M-V/def2-TZVPD) results for one molecule with the formula CH2OS2.

Positions of all 6 atoms, in Å:
H 1.0580 0.6231 -0.0300
S 0.0379 1.4799 0.1407
O -3.3149 -0.7947 0.0163
C -1.1873 0.2495 0.0749
S -2.8359 0.5443 -0.2079
H -0.7631 -0.7515 0.0534

## Properties
- orbital gap (spin up / spin down) (Eh) = 0.2869 / 0.2869
- HOMO (spin up / spin down) (eV) = -8.376 / -8.375

=====

version w is the most stable structure; the next one sits 0.0185 hartree above it.

=====

Version w
DFT (ωB97M-V/def2-TZVPD) results for C10H19MnNSi as an isolated structure.

Positions of all 32 atoms, in Å:
H 0.3394 2.4232 2.7500
H 2.0348 2.1048 -0.0613
H -2.4477 1.0372 2.4449
H 1.7438 0.6129 -2.3154
H 0.5226 -1.5780 4.0482
H -0.6103 -2.4207 -1.3831
Si -0.1730 -0.0173 2.2375
C 1.1153 -1.5058 -0.4429
H -2.4351 -1.3127 -0.0463
H 1.7601 -1.8531 0.3740
Mn -0.0107 -0.0386 -0.1037
C -1.2009 1.5052 -0.8753
N -1.4978 -0.9321 0.1106
C -1.9754 0.1169 2.8157
C 1.0905 1.7632 -0.4888
C 0.9338 0.9820 -1.6904
H -2.0277 0.1263 3.9144
H -0.4414 2.7789 0.8248
H -0.9398 0.2957 -2.7791
H 1.6364 -1.7126 2.6669
C -0.2232 2.1069 -0.0024
H -2.2803 1.6212 -0.7809
H 0.0428 -2.5040 2.6046
C 0.7514 1.4499 3.0467
H 0.6739 1.3792 4.1422
H -0.3666 -2.8702 0.3135
C -0.4868 0.8054 -1.9312
C 0.5790 -1.6088 2.9491
H 1.8184 1.4448 2.7856
C -0.2982 -2.0299 -0.4001
H 1.5600 -1.5154 -1.4479
H -2.5648 -0.7362 2.4495

## Properties
- charge = -1
- ⟨S²⟩ = 6.087
- orbital gap (spin up / spin down) (Eh) = 0.1456 / 0.2354
- HOMO (spin up / spin down) (eV) = -0.374 / -2.924
- 2S+1 = 5

=====

Version x
DFT (ωB97M-V/def2-TZVPD) results for C10H19MnNSi as an isolated structure.

Positions of all 32 atoms, in Å:
C -1.5548 1.5496 -0.6751
C 0.2559 1.7547 1.6714
C -1.1897 0.7167 -1.7954
H 1.1428 3.1572 -2.0279
H -0.0715 -0.8702 2.7061
H -1.6995 -0.2174 -2.0707
H -0.0681 2.7986 1.6651
N 0.7652 -0.7229 -1.1088
H -0.7083 3.5446 0.0209
C 0.6839 -2.9758 -0.7734
H 2.3398 2.4198 0.9978
H 1.5434 -1.4779 2.3049
H 0.2971 -3.9107 -0.3582
H 1.7900 -2.9445 -0.7726
H 0.1663 -2.5797 2.3874
H -2.4102 1.3497 -0.0046
H -2.2955 -0.9018 0.9678
C -0.0015 1.2423 -2.3736
C 0.3603 2.4799 -1.6976
Si 0.0432 -1.5063 0.2419
H -2.3133 -1.6193 -0.6565
H -1.9935 -2.6225 0.7582
C 1.6726 1.6246 1.2823
C -1.8094 -1.6345 0.3144
Mn 0.5747 1.0549 -0.2046
H 0.3250 -2.8364 -1.8122
C 0.4780 -1.5756 2.0715
H 0.4719 0.8723 -3.2962
H 2.2418 0.7577 1.6596
H 1.7847 -0.6948 -1.1871
C -0.6545 2.6941 -0.6564
H -0.1668 1.0735 2.4212

## Properties
- charge = -1
- ⟨S²⟩ = 6.193
- orbital gap (spin up / spin down) (Eh) = 0.1872 / 0.2261
- HOMO (spin up / spin down) (eV) = -1.641 / -2.727
- 2S+1 = 5

=====

version x is the most stable structure; the next one sits 0.0464 hartree above it.

=====

Version w
DFT (ωB97M-V/def2-TZVPD) results for a 2-piece molecular cluster, C2H6NOS overall.

Positions of all 11 atoms, in Å:
C 1.1687 0.4460 0.6591
O 2.0427 0.8767 1.4226
S -1.8820 -0.7766 -1.0717
C 1.0059 0.8159 -0.8179
H -0.6399 -0.7000 0.5959
H 0.1683 0.2644 -1.2314
N 0.2166 -0.4010 1.1582
H 0.2406 -0.4219 2.1905
H 1.8429 0.7578 -1.5137
H 0.6955 1.8720 -0.7604
H -3.0996 -1.1233 -0.6691

## Properties
- charge = -1
- orbital gap (Eh) = 0.2767
- HOMO (eV) = -3.335

=====

Version x
DFT (ωB97M-V/def2-TZVPD) results for a 2-piece molecular cluster, C2H6NOS overall.

Positions of all 11 atoms, in Å:
H 3.2485 0.7052 -0.0593
O -2.1835 0.3295 -1.3078
N -0.5025 0.0290 1.6156
H 0.5147 0.1729 1.5827
H -0.1657 -1.4544 0.0950
S 2.0766 0.0777 -0.1859
C -1.1196 0.2462 -0.7312
H -1.8435 -1.2519 0.5615
H -0.2729 0.9137 -0.9388
C -0.9051 -0.7081 0.4340
H -0.7703 -0.4348 2.4717

## Properties
- charge = -1
- orbital gap (Eh) = 0.2654
- HOMO (eV) = -3.096

=====

version w is the most stable structure; the next one sits 0.0437 hartree above it.